No. 1
Here is a molecular structure, BeFH16O8 in a non-equilibrium geometry from the OMol25 dataset. Energies are from ωB97M-V/def2-TZVPD.

Geometry as XYZ:
```
26
Properties=species:S:1:pos:R:3:mulliken_charge:R:1
Be 1.029 -0.340 0.918 0.152
F -0.284 0.297 0.521 -0.414
O -0.787 2.617 -0.750 -0.686
H -0.240 2.704 -1.532 0.332
H -0.360 1.831 -0.284 0.282
O -0.213 -2.517 -1.130 -0.616
H -1.040 -2.341 -0.611 0.315
H -0.427 -2.603 -2.076 0.302
O 2.021 -1.033 -0.134 -0.205
H 1.806 -1.299 -1.009 0.364
H 2.858 -1.502 -0.032 0.376
O -2.064 0.108 -1.316 -0.775
H -2.068 1.081 -1.439 0.404
H -1.503 -0.011 -0.564 0.386
O 1.850 0.702 2.136 -0.360
H 2.089 0.612 3.046 0.350
H 1.533 1.601 2.076 0.363
O 0.616 -1.757 1.858 -0.341
H 1.028 -2.593 1.855 0.340
H 0.526 -1.523 2.793 0.314
O -2.548 2.092 1.474 -0.634
H -1.861 1.460 1.674 0.265
H -2.198 2.373 0.578 0.405
O 0.345 0.249 -2.517 -0.637
H 0.405 -0.177 -3.393 0.318
H -0.508 -0.036 -2.136 0.399
```

## Properties
energy above the lowest of the compared OMol25 structures with the same formula, charge and spin = 0.3950 eV
HOMO-LUMO gap = 0.3328 Eh
net charge = +1
LUMO energy = -0.157 hartree
energy = -19756.76448 eV



No. 2
Here is 2 unconnected molecules or ions with the total composition Br2FP in a non-equilibrium geometry from the OMol25 dataset. Energies are from ωB97M-V/def2-TZVPD.

Geometry as XYZ:
```
4
Properties=species:S:1:pos:R:3:mulliken_charge:R:1
F -0.355 0.922 -0.825 -0.264
P -1.349 -0.028 0.164 0.329
Br 2.217 -1.577 -1.372 0.004
Br -0.513 0.683 2.032 -0.068
```

## Properties
energy above the lowest of the compared OMol25 structures with the same formula, charge and spin = 3.0183 eV
HOMO-LUMO gap (alpha / beta) = 0.3632 / 0.1846 Eh
net charge = 0
LUMO energy (alpha / beta) = -0.053 / -0.134 hartree
energy = -152090.23196 eV



No. 3
Here is 2 unconnected molecules or ions with the total composition Br2H3N2P in a non-equilibrium geometry from the OMol25 dataset. Energies are from ωB97M-V/def2-TZVPD.

Geometry as XYZ:
```
8
Properties=species:S:1:pos:R:3:mulliken_charge:R:1
N 0.229 -0.110 -0.284 -0.084
N -0.740 -0.885 0.079 -0.476
P -2.308 -0.820 -2.577 0.162
Br -0.445 0.387 -3.098 -0.169
Br -3.691 0.853 -2.020 -0.141
H 0.929 -0.588 -0.827 0.272
H 0.174 0.834 -0.042 0.215
H -1.575 -0.331 0.392 0.220
```

## Properties
energy above the lowest of the compared OMol25 structures with the same formula, charge and spin = 2.0849 eV
HOMO-LUMO gap (alpha / beta) = 0.2336 / 0.3008 Eh
net charge = 0
LUMO energy (alpha / beta) = -0.045 / 0.002 hartree
energy = -152400.68419 eV



No. 4
Here is 2 unconnected molecules or ions with the total composition Br2H4OSi2 in a non-equilibrium geometry from the OMol25 dataset. Energies are from ωB97M-V/def2-TZVPD.

Geometry as XYZ:
```
9
Properties=species:S:1:pos:R:3:mulliken_charge:R:1
O -1.020 0.061 0.648 -0.209
Si -2.112 1.107 0.773 0.316
Si 1.675 -0.936 -0.712 0.618
Br 1.276 -2.752 0.460 -0.177
Br 2.924 0.420 0.507 -0.209
H -1.694 2.491 0.622 -0.058
H -3.594 0.997 0.893 -0.051
H 0.394 -0.149 -1.126 -0.100
H 2.152 -1.239 -2.067 -0.129
```

## Properties
energy above the lowest of the compared OMol25 structures with the same formula, charge and spin = 3.1063 eV
HOMO-LUMO gap = 0.3452 Eh
net charge = 0
LUMO energy = -0.023 hartree
energy = -157953.60503 eV
SMILES = Br[SiH2]Br.O=[SiH2]



No. 5
Here is 2 unconnected molecules or ions with the total composition Br2H4OSi2 in a non-equilibrium geometry from the OMol25 dataset. Energies are from ωB97M-V/def2-TZVPD.

Geometry as XYZ:
```
9
Properties=species:S:1:pos:R:3:mulliken_charge:R:1
O 0.691 -0.691 -0.513 -0.502
Si 1.742 -0.124 0.516 0.390
Si -1.887 0.091 -0.820 0.742
Br -1.870 1.889 0.379 -0.064
Br -2.953 -1.524 0.144 -0.055
H 1.133 0.830 1.466 -0.205
H 2.280 -1.257 1.282 -0.148
H 2.806 0.591 -0.207 -0.147
H -1.941 0.196 -2.247 -0.011
```

## Properties
energy above the lowest of the compared OMol25 structures with the same formula, charge and spin = 3.9032 eV
HOMO-LUMO gap = 0.2828 Eh
net charge = 0
LUMO energy = -0.054 hartree
energy = -157952.80820 eV



No. 6
Here is Br2HOP in the gas phase in a non-equilibrium geometry from the OMol25 dataset. Energies are from ωB97M-V/def2-TZVPD.

Geometry as XYZ:
```
5
Properties=species:S:1:pos:R:3:mulliken_charge:R:1
O -0.134 1.051 0.312 -0.343
P 0.277 -0.485 0.589 0.379
Br 1.201 -0.833 -2.032 -0.345
Br -1.658 -1.349 0.284 -0.024
H 0.313 1.615 0.847 0.332
```

## Properties
energy above the lowest of the compared OMol25 structures with the same formula, charge and spin = 1.1592 eV
HOMO-LUMO gap = 0.2976 Eh
net charge = 0
LUMO energy = -0.057 hartree
energy = -151438.01014 eV
SMILES = OP(Br)Br



No. 7
Here is Br2HOPS in the gas phase in a non-equilibrium geometry from the OMol25 dataset. Energies are from ωB97M-V/def2-TZVPD.

Geometry as XYZ:
```
6
Properties=species:S:1:pos:R:3:mulliken_charge:R:1
O -0.432 0.289 0.032 -0.401
P 0.005 1.879 0.214 0.400
S 1.910 2.048 -1.024 -0.101
Br 1.031 1.695 2.187 -0.132
Br 3.259 0.568 -1.966 -0.075
H 0.236 -0.278 0.248 0.308
```

## Properties
energy above the lowest of the compared OMol25 structures with the same formula, charge and spin = 1.6026 eV
HOMO-LUMO gap = 0.2724 Eh
net charge = 0
LUMO energy = -0.065 hartree
energy = -162273.23450 eV
SMILES = OP(Br)SBr



No. 8
Here is a molecular structure, Br2NO3S in a non-equilibrium geometry from the OMol25 dataset. Energies are from ωB97M-V/def2-TZVPD.

Geometry as XYZ:
```
7
Properties=species:S:1:pos:R:3:lowdin_spin:R:1
N -0.896 0.450 0.419 0.898
O 0.793 -0.176 -1.121 0.113
O 0.563 -1.562 0.803 -0.002
O 1.564 0.688 1.026 0.016
S 0.736 -0.222 0.301 0.005
Br -2.005 -1.174 -1.056 0.743
Br -0.756 1.995 -0.372 0.227
```

## Properties
energy above the lowest of the compared OMol25 structures with the same formula, charge and spin = 0.0000 eV
expectation value of S² = 2.010
HOMO-LUMO gap (alpha / beta) = 0.3066 / 0.2408 Eh
net charge = -1
spin multiplicity = 3
LUMO energy (alpha / beta) = 0.117 / 0.032 hartree
energy = -158551.05609 eV



No. 9
Here is a molecular structure, Br3OV in a non-equilibrium geometry from the OMol25 dataset. Energies are from ωB97M-V/def2-TZVPD.

Geometry as XYZ:
```
5
Properties=species:S:1:pos:R:3:lowdin_spin:R:1
O 1.247 -0.052 -1.373 -0.190
V 0.075 -0.339 -0.354 1.209
Br -1.125 1.988 -0.814 -0.010
Br -1.921 -1.649 0.930 -0.003
Br 1.724 0.052 1.611 -0.006
```

## Properties
energy above the lowest of the compared OMol25 structures with the same formula, charge and spin = 0.4096 eV
expectation value of S² = 0.784
HOMO-LUMO gap (alpha / beta) = 0.2910 / 0.3138 Eh
net charge = -1
spin multiplicity = 2
LUMO energy (alpha / beta) = 0.072 / 0.095 hartree
energy = -237868.11243 eV



No. 10
Here is a molecular structure, Br4Cu in a non-equilibrium geometry from the OMol25 dataset. Energies are from ωB97M-V/def2-TZVPD.

Geometry as XYZ:
```
5
Properties=species:S:1:pos:R:3:lowdin_spin:R:1
Cu 7.027 -19.762 14.669 0.569
Br 8.247 -17.158 14.985 0.018
Br 7.065 -21.366 17.094 0.130
Br 8.780 -21.395 13.039 0.267
Br 4.453 -19.373 13.323 0.016
```

## Properties
energy above the lowest of the compared OMol25 structures with the same formula, charge and spin = 0.2579 eV
expectation value of S² = 0.759
HOMO-LUMO gap (alpha / beta) = 0.2946 / 0.1892 Eh
net charge = -2
spin multiplicity = 2
LUMO energy (alpha / beta) = 0.205 / 0.100 hartree
energy = -324813.44437 eV



No. 11
Here is 2 unconnected molecules or ions with the total composition Br6HNSi2 in a non-equilibrium geometry from the OMol25 dataset. Energies are from ωB97M-V/def2-TZVPD.

Geometry as XYZ:
```
10
Properties=species:S:1:pos:R:3:mulliken_charge:R:1
N 0.109 -1.870 0.997 -0.451
Si -1.415 -1.701 0.644 0.561
Si 1.301 1.719 -0.787 0.673
Br 1.779 1.369 1.364 -0.148
Br -3.161 -2.120 -0.707 -0.160
Br -2.349 -0.164 2.026 -0.163
Br -0.886 2.025 -0.948 -0.189
Br 1.815 -0.003 -2.112 -0.174
Br 2.212 3.475 -1.565 -0.168
H 0.595 -2.730 1.087 0.218
```

## Properties
energy above the lowest of the compared OMol25 structures with the same formula, charge and spin = 3.2625 eV
HOMO-LUMO gap = 0.3402 Eh
net charge = 0
LUMO energy = -0.028 hartree
energy = -437522.85642 eV
SMILES = Br[Si](Br)(Br)Br.N=[Si](Br)Br



No. 12
Here is a molecular structure, BrCd3 in a non-equilibrium geometry from the OMol25 dataset. Energies are from ωB97M-V/def2-TZVPD.

Geometry as XYZ:
```
4
Properties=species:S:1:pos:R:3:lowdin_spin:R:1
Cd 1.067 -1.387 -1.828 -0.003
Cd -2.290 1.069 -1.150 -0.002
Cd 1.131 0.108 2.619 0.010
Br 0.092 0.210 0.360 0.995
```

## Properties
expectation value of S² = 0.753
HOMO-LUMO gap (alpha / beta) = 0.4477 / 0.3058 Eh
net charge = +6
spin multiplicity = 2
LUMO energy (alpha / beta) = -1.119 / -1.245 hartree
energy = -83620.87835 eV



- Which value of energy does entry 6 give?
  -151438.01014 eV